# 1
Entry from the Open Molecules 2025 dataset: a structure of composition C38H54GeN3O2ReSe (ωB97M-V/def2-TZVPD).

Geometry (Å):
Re -2.130 -0.247 -0.078
Se -5.320 -1.116 -1.116
Ge -2.029 3.254 0.168
O -1.804 -0.629 -2.017
O -1.702 -0.137 1.829
N -0.112 0.014 -0.184
N -3.918 -1.344 -0.010
N -6.004 -2.676 -0.745
C 0.442 -0.250 -1.395
C 2.303 0.747 2.588
C -4.063 -2.542 0.576
C -0.156 0.059 5.990
C -2.091 -2.037 -4.650
C 4.698 0.228 2.057
C -3.184 -3.116 1.538
C -0.379 0.085 2.144
C -1.226 -0.784 -4.869
C 4.140 1.157 4.290
C -3.448 4.548 -0.103
C -3.490 -4.346 2.019
C 4.268 -1.882 -2.542
C 1.810 -0.350 -1.721
C 3.678 -0.711 -3.344
C -0.583 3.513 -1.116
C -0.877 -0.062 4.642
C -5.515 -4.566 0.693
C -0.170 -0.666 -3.764
C 0.508 0.240 1.070
C -2.746 1.508 -0.413
C 4.403 0.587 -2.954
C -4.656 -5.076 1.597
C -0.582 -0.895 -6.252
C 0.071 0.167 3.455
C 1.826 0.629 1.296
C -2.008 0.976 4.626
C 2.190 -0.580 -3.012
C 3.756 1.177 2.810
C 1.421 0.480 3.634
C -2.110 0.475 -4.860
C -1.479 -1.475 4.557
C 1.181 -0.684 -4.016
C -5.238 -3.269 0.150
C -0.546 -0.517 -2.415
C 3.941 2.606 2.275
C 3.918 -0.973 -4.833
C -1.358 3.336 1.979
H 4.022 0.161 4.727
H -0.695 -2.227 4.435
H -3.813 4.515 -1.133
H -2.714 0.759 5.434
H -0.013 4.403 -0.841
H -2.632 0.594 -3.909
H -1.508 1.370 -5.040
H 5.328 -1.998 -2.783
H -2.836 -4.793 2.757
H 3.578 -0.140 -5.456
H -2.315 -2.576 1.896
H 1.502 -0.801 -5.040
H 3.977 1.447 -3.479
H 0.035 -1.792 -6.345
H -2.554 0.967 3.683
H 3.752 2.660 1.198
H -2.859 0.406 -5.653
H 4.339 0.780 -1.879
H 4.965 2.947 2.453
H -1.608 1.982 4.789
H 3.759 -2.819 -2.786
H -4.283 4.353 0.574
H 4.989 -1.096 -5.006
H -2.023 -1.700 5.479
H 2.466 0.895 0.473
H 2.561 -0.277 -0.955
H -2.182 -1.558 3.725
H -3.436 1.619 -1.266
H -2.166 3.194 2.698
H 4.537 0.269 0.975
H 1.795 0.549 4.643
H -0.882 -0.085 6.792
H 5.461 0.515 -3.218
H -2.652 -1.990 -3.717
H 3.422 -1.888 -5.171
H 0.293 1.045 6.127
H -4.845 -6.054 2.022
H -1.471 -2.938 -4.636
H 4.185 -1.721 -1.464
H -0.931 4.332 2.124
H -6.400 -5.097 0.366
H 0.030 -0.021 -6.491
H 5.189 1.444 4.393
H -0.982 3.648 -2.124
H -1.370 -0.959 -7.004
H 3.258 3.299 2.774
H 0.623 -0.700 6.109
H 4.554 -0.806 2.383
H -2.804 -2.133 -5.474
H 3.546 1.866 4.874
H 5.740 0.504 2.245
H -0.582 2.591 2.162
H 0.088 2.650 -1.112
H -3.067 5.553 0.098

Values from the calculation:
HOMO level (alpha / beta): -10.1 / -10.7 eV
2S+1: 4
total charge: +1
strongest force on any atom: 2.08 eV Å⁻¹

Mulliken population analysis, charges in e, atoms 1 to 2: 1.949 0.349


# 2
Entry from the Open Molecules 2025 dataset: a structure of composition C38H55BCrN18O2S2 (ωB97M-V/def2-TZVPD).

Geometry (Å):
Cr 1.293 -0.876 1.008
S -0.141 1.335 -2.833
S 2.079 -0.738 -3.956
O 3.084 -1.760 -4.120
O 0.897 -0.840 -4.788
N 1.986 -3.059 3.063
N -0.885 1.615 0.699
N 2.437 -1.993 2.348
N 0.254 1.868 1.549
N 3.305 0.961 -0.472
N 2.991 -3.708 3.532
N -0.133 -2.549 -0.353
N 4.667 -1.238 1.838
N -1.893 -0.893 1.472
N -1.332 -2.028 -0.767
N 1.767 -0.643 -2.402
N -0.751 -1.074 2.184
N 4.148 -3.132 3.148
N 4.562 1.198 -0.580
N 0.472 0.058 -0.625
N 5.276 0.393 0.241
N 3.120 -0.034 0.434
N 4.483 4.611 -5.018
C -5.212 0.127 2.808
C -0.720 -3.492 -2.295
C 1.212 -5.709 -1.034
C 1.999 3.598 1.607
C 3.764 -2.095 2.421
C -4.998 -2.091 1.630
C 0.237 -3.428 -1.274
C -3.802 -1.141 -2.623
C -0.699 -1.744 5.848
C -2.278 3.604 -0.213
C 2.875 2.877 -5.587
C -2.959 -0.831 2.296
C -0.851 0.515 -0.390
C -1.688 -2.573 -1.963
C 4.353 -0.337 0.839
C -4.382 -0.703 1.829
C 2.602 -3.727 -0.378
C -1.055 2.682 -0.387
C 2.323 1.626 -5.358
C -2.490 -0.949 3.591
C 3.925 3.334 -4.796
C 1.386 4.585 2.613
C 2.970 2.668 2.332
C 0.452 0.271 4.856
C -0.103 -1.132 4.584
C -2.520 4.341 -1.529
C -2.877 -2.327 -2.873
C 0.258 3.378 -0.222
C -1.098 -1.076 3.467
C 2.836 0.819 -4.357
C 0.820 0.107 -1.883
C -3.544 2.877 0.251
C 0.856 2.903 0.907
C 3.897 1.259 -3.577
C -3.725 -3.605 -2.952
C -1.245 1.566 -1.445
C 4.438 2.511 -3.795
C 1.510 -4.229 -1.304
B -1.852 -0.753 -0.068
H -3.251 5.142 -1.399
H -3.260 -0.195 -2.633
H -6.218 0.288 2.411
H 2.103 -6.316 -1.214
H 0.912 -5.843 0.008
H -4.383 -0.201 0.862
H 3.667 2.201 1.641
H 1.477 1.270 -5.932
H 0.621 4.160 -0.868
H 0.888 0.688 3.947
H 0.872 4.031 3.400
H -3.476 2.573 1.298
H -4.200 -3.797 -1.986
H -5.010 -2.636 2.577
H -1.701 1.459 1.287
H -4.410 -2.670 0.916
H 2.324 -3.867 0.665
H -0.661 -4.071 -3.202
H -4.413 3.533 0.162
H 1.877 -4.130 -2.331
H -2.421 -2.162 -3.855
H 3.812 5.271 -5.381
H -3.066 -0.917 4.501
H -1.443 -1.081 6.303
H -3.117 -4.472 -3.204
H 4.261 0.644 -2.766
H -2.900 3.659 -2.293
H 1.224 0.234 5.629
H 2.425 1.881 2.854
H 0.663 5.240 2.123
H 5.626 -1.539 1.867
H -1.593 4.779 -1.903
H -4.326 -1.230 -1.671
H 2.165 5.200 3.072
H -6.023 -2.015 1.259
H -5.309 -0.385 3.768
H 5.233 2.870 -3.152
H 2.802 -2.670 -0.565
H -1.997 4.339 0.547
H 2.543 4.167 0.848
H 4.925 4.984 -4.191
H 0.090 -1.914 6.584
H -2.275 1.468 -1.786
H 2.471 3.520 -6.363
H -1.180 -2.700 5.636
H -4.551 -1.114 -3.419
H -0.343 0.946 5.186
H -4.511 -3.498 -3.706
H 0.407 -6.076 -1.673
H 3.527 -4.280 -0.561
H 0.720 -1.761 4.253
H -2.956 -0.499 -0.442
H -3.741 1.983 -0.346
H -4.752 1.099 2.991
H 3.552 3.232 3.066

Values from the calculation:
HOMO level (alpha / beta): -1.8 / -2.0 eV
2S+1: 5
total charge: -2
strongest force on any atom: 0.60 eV Å⁻¹

Mulliken population analysis, charges in e, atoms 1 to 2: 0.075 -0.743


# 3
Entry from the Open Molecules 2025 dataset: a structure of composition C38H55CoNO2P2 (ωB97M-V/def2-TZVPD).

Geometry (Å):
Co -0.632 3.197 0.571
P 2.036 1.249 -0.590
P -0.928 1.949 -1.797
O 2.308 -1.833 -3.766
O 1.781 -2.100 -1.600
N 1.121 -4.383 -0.997
C -2.243 2.705 3.182
C 2.292 -6.273 -2.045
C 1.344 -0.511 1.522
C -0.918 -6.077 -2.111
C -1.502 4.235 -0.562
C 3.151 -6.704 -3.057
C -1.467 -6.273 1.646
C 0.113 0.331 1.571
C -1.196 3.882 -1.940
C -0.765 -5.878 -0.636
C 0.773 4.953 0.418
C -1.564 5.649 -0.121
C 3.065 2.364 0.422
C 0.718 1.819 3.564
C -2.866 1.794 -1.798
C -0.281 4.843 -2.750
C 2.173 -2.548 -2.770
C 1.100 2.114 -1.902
C 3.653 -5.801 -4.015
C 2.508 -3.992 -2.869
C -0.266 6.042 0.611
C 0.331 -4.737 1.228
C -0.805 0.629 -3.091
C -0.113 1.452 2.398
C -1.105 0.028 0.873
C -1.482 1.926 2.177
C 1.477 4.936 -0.771
C 1.958 -4.913 -1.953
C 1.020 5.423 -2.106
C -2.095 0.939 1.289
C -1.623 -6.501 0.279
C -1.304 -1.055 -0.117
C -3.558 0.720 1.163
C -2.712 -7.427 -0.175
C 3.277 0.382 -1.567
C 0.257 -5.038 -0.139
C -0.495 -5.390 2.126
C 3.298 -4.442 -3.923
H -3.123 3.168 2.743
H 1.547 -0.870 0.494
H -0.619 1.098 -4.067
H -2.143 -6.789 2.336
H 1.830 5.215 -2.830
H -3.189 0.803 -2.105
H 3.683 -3.713 -4.656
H -4.139 1.612 1.421
H 1.375 1.742 -2.900
H 2.438 2.900 1.169
H 2.555 4.706 -0.791
H -3.331 -7.710 0.681
H 3.729 1.694 0.993
H -0.161 -6.763 -2.521
H 1.915 -6.956 -1.284
H -0.485 6.134 1.679
H 0.940 6.526 -2.138
H 0.019 -0.059 -2.858
H -0.824 -5.130 -2.663
H 4.314 -6.163 -4.827
H -1.697 -0.663 -1.075
H -3.325 2.520 -2.495
H 3.696 3.040 -0.154
H -3.376 -6.965 -0.912
H -1.767 6.241 -1.016
H -3.276 2.006 -0.796
H 1.202 -1.411 2.147
H -2.436 5.712 0.559
H 0.590 1.115 4.402
H -1.632 3.498 3.608
H 1.112 -4.048 1.546
H 1.303 3.192 -1.867
H 4.175 0.214 -0.954
H 0.461 2.806 3.964
H -2.333 3.602 -0.112
H 1.289 -3.347 -0.890
H 2.211 0.057 1.889
H 0.050 7.030 0.253
H 1.250 4.602 1.345
H 1.791 1.818 3.327
H -2.334 -8.355 -0.620
H -2.163 3.946 -2.481
H -0.382 -5.207 3.193
H 3.426 -7.758 -3.100
H 2.827 -0.602 -1.771
H -3.868 -0.080 1.852
H -0.374 -1.597 -0.354
H 3.465 0.918 -2.493
H -3.844 0.386 0.157
H -0.075 4.354 -3.713
H -0.873 5.737 -3.042
H -2.025 -1.793 0.275
H -2.614 2.131 4.039
H -1.711 -0.007 -3.158
H -1.901 -6.502 -2.339

Values from the calculation:
HOMO level (alpha / beta): -8.2 / -8.2 eV
2S+1: 5
total charge: +1
strongest force on any atom: 4.06 eV Å⁻¹

Mulliken population analysis, charges in e, atoms 1 to 2: 0.024 1.335


# 4
Entry from the Open Molecules 2025 dataset: a cluster of 8 separate species, C38H55F3O10S5 in total (ωB97M-V/def2-TZVPD).

Geometry (Å):
S -5.629 -0.285 -3.836
S 2.064 -0.814 -5.953
S 2.918 -2.765 4.004
S -2.078 2.627 -1.528
S 0.961 2.064 3.724
F 2.265 -1.253 -1.236
F 5.285 0.241 -1.162
F -6.647 -2.120 0.852
O -1.625 2.131 -2.723
O -3.508 2.733 -1.198
O -5.435 1.002 -4.499
O 2.687 0.399 -6.569
O 2.799 -1.844 -5.250
O 1.904 1.284 2.940
O 3.561 -3.588 5.010
O 1.569 -2.263 4.127
O -6.684 -1.157 -4.191
O -0.376 2.093 3.354
C 4.262 -1.561 2.190
C -1.084 -2.888 -0.848
C 4.056 -1.565 3.607
C 0.627 -1.040 0.588
C 4.090 3.311 0.670
C -5.592 -0.027 -2.060
C -4.459 -0.837 -1.591
C -0.511 4.146 -0.051
C 1.011 -1.517 -0.731
C -3.999 -1.046 -4.014
C 0.014 -2.334 -6.823
C 1.199 1.753 5.426
C -6.265 -3.400 2.830
C 5.062 4.243 0.081
C 2.020 2.710 5.939
C 4.169 1.956 0.228
C -0.122 2.600 -0.049
C 1.177 -1.521 -7.392
C 1.558 3.688 3.832
C -1.276 1.917 -0.191
C -1.401 4.317 -1.320
C -4.323 -2.885 4.141
C 4.109 -3.031 1.694
C -3.802 -2.082 3.055
C 0.551 -0.514 -5.211
C -0.607 -1.472 1.110
C 3.059 -3.655 2.500
C -4.734 -1.715 2.096
C 6.001 3.773 -0.970
C -0.360 -1.654 -5.555
C -3.341 -0.929 -2.692
C 0.155 -2.542 -1.274
C -5.507 -3.637 3.960
C 1.806 4.044 5.304
C -1.522 -2.259 0.354
C 5.987 2.439 -1.289
C 5.083 1.531 -0.710
C -5.843 -2.356 1.926
H 3.425 3.663 1.324
H -0.778 4.673 -2.098
H -1.769 1.756 0.711
H -2.418 -2.403 0.621
H -4.489 -0.697 1.647
H 5.238 -1.297 1.745
H -2.805 0.068 -2.678
H 0.809 -0.612 -7.920
H -1.344 -1.254 -5.554
H 5.009 -1.866 4.140
H -1.155 0.827 -0.520
H -2.677 -1.764 -2.702
H -3.542 -0.717 -4.742
H 2.525 3.915 3.281
H 0.621 -0.449 -4.239
H 0.515 2.405 0.893
H 0.382 -3.198 -6.652
H 5.189 5.360 0.339
H -0.959 -0.931 2.195
H -5.497 1.056 -1.742
H 3.114 2.332 6.003
H -5.088 -1.803 -1.521
H 3.971 -3.105 0.706
H -6.577 -0.362 -2.018
H 0.655 -3.078 -2.215
H -5.843 -4.363 4.763
H 3.478 1.109 0.557
H -0.400 -2.449 -4.703
H -0.032 0.434 -5.641
H -7.070 -3.897 2.634
H -3.703 -3.243 4.666
H -2.746 -1.564 3.291
H -0.962 -2.580 -7.469
H 0.961 4.304 3.621
H 1.913 -2.013 -7.903
H 1.867 2.734 7.175
H -1.532 -3.381 -1.462
H 5.014 -3.668 1.824
H 6.687 2.072 -1.946
H 3.531 -0.436 3.896
H 0.242 4.784 0.041
H 0.183 1.341 5.752
H -4.147 -0.687 -0.521
H 2.068 -3.685 2.094
H -4.185 -2.104 -4.088
H 6.639 4.478 -1.470
H 2.573 4.857 5.445
H -2.075 5.135 -0.977
H 3.327 -4.741 2.749
H 1.667 0.752 5.598
H 0.438 2.397 -0.866
H 3.575 -1.045 1.740
H 1.160 -0.457 1.126
H -1.120 4.459 0.806
H 0.853 4.491 5.634

Values from the calculation:
HOMO level: -9.4 eV
2S+1: 1
strongest force on any atom: 12.98 eV Å⁻¹

Mulliken population analysis, charges in e, atoms 1 to 2: 1.245 1.073